Entry 1:
ORCA calculation (ωB97M-V/def2-TZVPD) on C22H20Cl2IrN3O4S as an isolated structure.

As for the multiplicity: 1. Its orbital gap (spin up / spin down) is 6.3 / 6.3 eV. The value obtained for the relative energy (zero: lowest compared OMol25 entry of this formula, charge and spin) is 104.7 kJ/mol. Its total energy is -74518.418 eV.

Positions of all 53 atoms, in Å:
Ir -2.44 -0.80 -1.44
Cl -0.41 -0.48 -2.76
C 0.64 -1.79 -2.25
C 1.92 -1.81 -2.76
C 2.77 -2.84 -2.35
C 2.32 -3.80 -1.46
C 1.02 -3.74 -0.97
Cl 0.51 -4.97 0.13
C 0.14 -2.73 -1.35
S -1.49 -2.64 -0.68
H 2.25 -1.05 -3.45
H 3.78 -2.88 -2.73
H 2.97 -4.60 -1.14
N -4.00 0.21 -2.44
N -5.21 -0.18 -1.83
C -5.20 -1.23 -0.90
O -6.23 -1.73 -0.52
O -3.99 -1.56 -0.47
H -3.84 1.21 -2.28
H -3.98 0.02 -3.44
H -6.07 0.00 -2.33
C 4.21 0.03 0.02
C 3.33 1.24 0.17
C 3.80 2.44 -0.35
C 3.05 3.60 -0.20
C 1.86 3.56 0.48
C 1.37 2.36 1.02
N 0.18 2.50 1.76
C -0.73 1.48 2.14
C -0.60 0.88 3.38
C -1.48 -0.11 3.79
C -2.52 -0.49 2.97
C -2.69 0.13 1.74
C -1.80 1.11 1.31
C -1.99 1.85 0.02
O -2.01 3.06 -0.02
O -2.09 1.17 -1.12
C 2.09 1.17 0.84
C 1.60 -0.17 1.34
H 5.13 0.29 -0.50
H 3.72 -0.77 -0.55
H 4.48 -0.40 0.99
H 4.75 2.46 -0.87
H 3.40 4.54 -0.61
H 1.28 4.46 0.62
H -0.31 3.34 1.50
H 0.22 1.20 4.01
H -1.35 -0.57 4.76
H -3.22 -1.25 3.28
H -3.53 -0.15 1.13
H 1.52 -0.20 2.42
H 2.28 -0.97 1.04
H 0.61 -0.42 0.94



Entry 2:
ORCA calculation (ωB97M-V/def2-TZVPD) on C22H20Cl2N2O5 as an isolated structure in a non-equilibrium geometry.

As for the multiplicity: 1. Its orbital gap is 9.0 eV. The value obtained for the relative energy (zero: lowest compared OMol25 entry of this formula, charge and spin) is 0.0 kJ/mol. Its total energy is -61385.021 eV.

Positions of all 51 atoms, in Å:
C -4.27 -1.94 -1.28
C -2.88 -1.73 -0.66
C -1.64 -2.13 -0.95
C -0.84 -1.73 0.02
C -1.63 -1.05 0.74
N -2.99 -1.00 0.51
C -4.11 -0.24 1.16
C -4.13 1.22 0.16
C -5.09 1.74 -0.67
C -4.53 2.95 -0.96
C -3.45 3.37 -0.27
O -3.22 2.19 0.36
H -2.67 3.80 -0.37
H -5.02 3.78 -1.58
H -5.95 1.23 -1.03
H -5.03 -0.68 1.00
H -3.80 -0.11 2.11
C -1.27 -0.14 2.15
H -1.32 1.08 1.84
H -1.79 -0.36 3.08
H -0.21 -0.23 2.13
C 0.40 -1.80 0.28
O 1.25 -1.28 1.02
C 1.08 -2.72 -0.80
H 0.87 -3.65 -1.04
H 0.91 -2.43 -1.97
O 2.56 -2.78 -0.91
C 3.20 -3.00 0.10
O 2.65 -4.13 0.87
C 4.50 -2.48 0.50
N 4.18 -0.92 0.55
C 4.64 -0.12 -0.36
O 5.63 -0.26 -0.97
C 4.01 1.13 -0.14
C 2.64 1.35 0.14
C 2.16 2.88 0.19
C 2.93 3.81 -0.25
C 4.26 3.67 -0.07
C 4.80 2.43 -0.35
H 5.74 2.38 -0.50
H 4.94 4.44 -0.36
Cl 2.07 5.45 0.19
Cl 0.33 2.81 0.47
H 1.98 0.42 0.33
H 3.23 -0.77 1.06
H 5.32 -2.59 -0.42
H 5.00 -2.97 1.37
H -1.42 -3.05 -1.68
H -4.70 -0.91 -1.84
H -5.19 -2.34 -0.66
H -4.13 -2.56 -2.26



Entry 3:
ORCA calculation (ωB97M-V/def2-TZVPD) on one molecule with the formula C22H20ClN3O6S in a non-equilibrium geometry.

As for the multiplicity: 1. Its SMILES is CCN(c1ccccc1)S(=O)(=O)c1ccc(Cl)c(NC(=O)COC(=O)c2ccc[nH]c2=O)c1. Its orbital gap is 8.0 eV. The value obtained for the relative energy (zero: lowest compared OMol25 entry of this formula, charge and spin) is 24.3 kJ/mol. Its total energy is -63252.340 eV.

Positions of all 53 atoms, in Å:
C 2.67 0.74 -1.59
C 3.41 -0.39 -0.87
N 2.63 -1.60 -0.82
C 2.32 -2.31 -1.98
C 1.22 -3.17 -1.97
C 0.89 -3.90 -3.10
C 1.64 -3.78 -4.26
C 2.72 -2.91 -4.28
C 3.06 -2.19 -3.15
S 2.48 -2.39 0.66
O 2.72 -3.79 0.48
O 3.29 -1.67 1.60
C 0.76 -2.15 1.13
C -0.03 -3.24 1.44
C -1.35 -3.04 1.79
C -1.87 -1.76 1.85
Cl -3.55 -1.56 2.17
C -1.05 -0.65 1.60
N -1.51 0.67 1.68
C -2.20 1.21 2.72
O -2.57 0.62 3.71
C -2.50 2.70 2.54
O -1.74 3.25 1.47
C -2.39 3.86 0.48
O -3.56 4.15 0.49
C -1.47 4.16 -0.65
C -1.69 5.25 -1.43
C -0.84 5.56 -2.51
C 0.20 4.72 -2.77
N 0.40 3.62 -2.02
C -0.38 3.24 -0.94
O -0.11 2.20 -0.36
C 0.27 -0.87 1.22
H 2.46 0.45 -2.62
H 1.73 0.95 -1.08
H 3.29 1.63 -1.58
H 4.38 -0.57 -1.35
H 3.61 -0.12 0.17
H 0.63 -3.27 -1.08
H 0.04 -4.57 -3.07
H 1.37 -4.35 -5.14
H 3.31 -2.81 -5.18
H 3.92 -1.54 -3.19
H 0.40 -4.23 1.38
H -1.99 -3.88 2.01
H -1.05 1.32 1.04
H -2.23 3.22 3.47
H -3.57 2.84 2.36
H -2.52 5.90 -1.20
H -1.01 6.44 -3.12
H 0.90 4.89 -3.58
H 1.17 2.99 -2.23
H 0.90 -0.03 1.00



Entry 4:
ORCA calculation (ωB97M-V/def2-TZVPD) on C22H20ClNOPPdS as an isolated structure in a non-equilibrium geometry.

As for the multiplicity: 5. Its orbital gap (spin up / spin down) is 7.2 / 3.7 eV. The value obtained for the relative energy (zero: lowest compared OMol25 entry of this formula, charge and spin) is 0.0 kJ/mol. Its total energy is -62767.870 eV. As for the total charge: +3.

Positions of all 48 atoms, in Å:
Pd -0.22 -0.53 1.89
Cl 1.26 -2.37 2.40
C -0.30 1.43 2.19
O -0.03 2.47 2.63
P -0.07 -0.01 -0.31
C -1.59 -0.29 -1.26
C 0.45 1.64 -0.87
C 1.24 -1.10 -0.94
C 1.68 1.87 -1.51
C 2.00 3.12 -2.03
C 1.10 4.18 -1.90
C -0.12 3.98 -1.24
C -0.43 2.72 -0.72
H 2.40 1.05 -1.60
H 2.94 3.27 -2.55
H 1.32 5.16 -2.33
H -0.84 4.80 -1.14
H -1.38 2.59 -0.20
C -2.55 -1.17 -0.75
C -3.75 -1.39 -1.44
C -3.97 -0.76 -2.66
C -3.01 0.09 -3.19
C -1.82 0.34 -2.50
H -2.36 -1.66 0.21
H -4.49 -2.05 -1.00
H -4.91 -0.95 -3.18
H -3.20 0.57 -4.14
H -1.09 1.03 -2.91
C 1.06 -1.79 -2.15
C 2.09 -2.59 -2.63
C 3.28 -2.72 -1.92
C 3.45 -2.06 -0.71
C 2.44 -1.22 -0.23
H 0.13 -1.69 -2.71
H 1.96 -3.11 -3.57
H 4.07 -3.36 -2.30
H 4.35 -2.20 -0.12
H 2.54 -0.72 0.73
H -2.03 -1.76 2.14
H -1.53 -1.47 2.71
S -1.05 -0.22 6.47
C 0.68 -0.32 6.15
C 0.91 -0.44 4.80
N -0.25 -0.58 4.06
C -1.37 -0.52 4.79
H 1.49 -0.16 6.84
H 1.86 -0.58 4.29
H -2.37 -0.53 4.38



relative energy (zero: lowest compared OMol25 entry of this formula, charge and spin) of number 2 (C22H20Cl2N2O5)?
0.0 kJ/mol



Among the records above, which one has the highest multiplicity?
C22H20ClNOPPdS



Repeat the third record exactly.
ORCA calculation (ωB97M-V/def2-TZVPD) on one molecule with the formula C22H20ClN3O6S in a non-equilibrium geometry.

As for the multiplicity: 1. Its SMILES is CCN(c1ccccc1)S(=O)(=O)c1ccc(Cl)c(NC(=O)COC(=O)c2ccc[nH]c2=O)c1. Its orbital gap is 8.0 eV. The value obtained for the relative energy (zero: lowest compared OMol25 entry of this formula, charge and spin) is 24.3 kJ/mol. Its total energy is -63252.340 eV.

Positions of all 53 atoms, in Å:
C 2.67 0.74 -1.59
C 3.41 -0.39 -0.87
N 2.63 -1.60 -0.82
C 2.32 -2.31 -1.98
C 1.22 -3.17 -1.97
C 0.89 -3.90 -3.10
C 1.64 -3.78 -4.26
C 2.72 -2.91 -4.28
C 3.06 -2.19 -3.15
S 2.48 -2.39 0.66
O 2.72 -3.79 0.48
O 3.29 -1.67 1.60
C 0.76 -2.15 1.13
C -0.03 -3.24 1.44
C -1.35 -3.04 1.79
C -1.87 -1.76 1.85
Cl -3.55 -1.56 2.17
C -1.05 -0.65 1.60
N -1.51 0.67 1.68
C -2.20 1.21 2.72
O -2.57 0.62 3.71
C -2.50 2.70 2.54
O -1.74 3.25 1.47
C -2.39 3.86 0.48
O -3.56 4.15 0.49
C -1.47 4.16 -0.65
C -1.69 5.25 -1.43
C -0.84 5.56 -2.51
C 0.20 4.72 -2.77
N 0.40 3.62 -2.02
C -0.38 3.24 -0.94
O -0.11 2.20 -0.36
C 0.27 -0.87 1.22
H 2.46 0.45 -2.62
H 1.73 0.95 -1.08
H 3.29 1.63 -1.58
H 4.38 -0.57 -1.35
H 3.61 -0.12 0.17
H 0.63 -3.27 -1.08
H 0.04 -4.57 -3.07
H 1.37 -4.35 -5.14
H 3.31 -2.81 -5.18
H 3.92 -1.54 -3.19
H 0.40 -4.23 1.38
H -1.99 -3.88 2.01
H -1.05 1.32 1.04
H -2.23 3.22 3.47
H -3.57 2.84 2.36
H -2.52 5.90 -1.20
H -1.01 6.44 -3.12
H 0.90 4.89 -3.58
H 1.17 2.99 -2.23
H 0.90 -0.03 1.00